[1]
# C16H19BeO5S4

C16H19BeO5S4 as an isolated structure in a non-equilibrium geometry (ωB97M-V/def2-TZVPD, the OMol25 dataset).

Calculated values
HOMO: -2.9 eV
E: -70880.496 eV
Orbital gap: 4.77 eV
Max |F|: 2.6 eV Å⁻¹
M: 428.603 g mol⁻¹
Charge: -1
LUMO: 1.831 eV

Element x y z (Å)
Be -0.56 1.31 1.81
O -1.34 -0.05 1.25
S -2.33 -0.10 0.13
C -1.41 -0.51 -1.40
C -0.18 0.38 -1.58
C 1.15 -0.38 -1.43
C 1.43 -1.01 -0.06
S 1.94 0.14 1.25
O 1.01 1.31 1.25
C 3.50 0.71 0.54
C 4.59 -0.16 0.44
C 5.79 0.28 -0.12
C 5.92 1.60 -0.56
C 4.84 2.48 -0.45
C 3.63 2.04 0.10
C -3.17 -1.69 0.31
C -4.19 -2.05 -0.59
C -4.84 -3.28 -0.46
C -4.47 -4.16 0.56
C -3.47 -3.80 1.46
C -2.83 -2.57 1.34
H -2.11 -0.34 -2.22
H -1.14 -1.57 -1.40
H -0.20 1.27 -0.95
H -0.20 0.76 -2.61
H 1.97 0.30 -1.71
H 1.16 -1.18 -2.17
H 2.23 -1.75 -0.17
H 0.56 -1.56 0.30
H 4.51 -1.18 0.79
H 6.64 -0.40 -0.19
H 6.86 1.95 -0.99
H 4.94 3.51 -0.78
H 2.80 2.73 0.19
H -4.49 -1.37 -1.38
H -5.62 -3.56 -1.16
H -4.98 -5.12 0.66
H -3.19 -4.48 2.27
H -2.05 -2.30 2.05
O -2.35 4.56 -1.03
S -2.54 4.68 0.41
O -3.89 4.45 0.89
O -1.81 5.77 1.06
S -1.56 3.04 1.10
H -0.56 1.31 3.24

[2]
# C16H19BrCeCl3F6N3O6P2S2

C16H19BrCeCl3F6N3O6P2S2 as an isolated structure in a non-equilibrium geometry (ωB97M-V/def2-TZVPD, the OMol25 dataset).

Calculated values
Multiplicity: 2
HOMO (spin up / spin down): -11.3 / -11.5 eV
⟨S²⟩: 0.751
E: -210742.300 eV
Orbital gap (spin up / spin down): 8.38 / 8.62 eV
Max |F|: 5.6 eV Å⁻¹
M: 915.792 g mol⁻¹
Energy relative to the best compared isomer or geometry (same formula, charge and spin): 25.0 kcal/mol
Charge: +1
LUMO (spin up / spin down): -2.900 / -2.890 eV

Element x y z (Å)
Ce 0.00 -0.12 0.54
F 1.07 -0.26 5.03
C -0.21 -0.58 4.96
F -0.45 -1.72 5.56
F -0.95 0.39 5.47
S -0.63 -0.71 3.16
O -0.40 0.62 2.60
O 0.22 -1.68 2.51
N -2.15 -1.10 3.21
S -2.83 -1.29 1.80
O -3.82 -2.29 1.73
O -1.81 -1.24 0.74
C -3.64 0.37 1.51
F -4.30 0.84 2.53
F -4.43 0.30 0.45
F -2.61 1.22 1.22
C 2.77 -0.07 -2.39
P 2.03 1.11 -1.20
C 3.51 2.10 -0.76
C 1.19 2.28 -2.37
C -0.09 1.66 -2.94
P -1.35 1.32 -1.62
C -2.13 2.98 -1.48
C -2.61 0.42 -2.60
H 3.32 0.47 -3.16
H 2.00 -0.69 -2.84
H 3.46 -0.71 -1.85
H 4.02 2.43 -1.66
H 4.18 1.48 -0.17
H 3.22 2.97 -0.17
H 1.88 2.54 -3.18
H 0.96 3.20 -1.82
H 0.14 0.70 -3.42
H -0.54 2.32 -3.69
H -2.46 3.32 -2.46
H -1.42 3.70 -1.07
H -2.98 2.92 -0.81
H -2.84 0.96 -3.51
H -3.52 0.30 -2.01
H -2.22 -0.57 -2.84
Cl -1.29 5.18 2.76
C 0.33 4.81 2.17
Cl 1.48 4.71 3.51
Cl 0.86 6.02 0.97
C 0.29 3.53 1.47
N 0.27 2.55 0.89
Br -0.29 -6.81 1.61
C 0.62 -5.72 0.37
C 1.45 -6.30 -0.59
N 2.10 -5.58 -1.48
C 1.98 -4.26 -1.46
C 1.18 -3.60 -0.54
C 0.49 -4.35 0.40
C 1.04 -2.11 -0.50
O 0.17 -1.54 -1.21
O 1.78 -1.45 0.29
H 1.57 -7.38 -0.63
H 2.54 -3.72 -2.22
H -0.14 -3.88 1.15

[3]
# C16H19BrEu

C16H19BrEu as an isolated structure in a non-equilibrium geometry (ωB97M-V/def2-TZVPD, the OMol25 dataset).

Calculated values
Multiplicity: 8
HOMO (spin up / spin down): 0.7 / -1.1 eV
⟨S²⟩: 15.761
E: -106270.216 eV
Orbital gap (spin up / spin down): 4.51 / 6.29 eV
Max |F|: 5.7 eV Å⁻¹
M: 443.196 g mol⁻¹
Charge: -2
LUMO (spin up / spin down): 5.226 / 5.223 eV

Element x y z (Å)
C 1.73 -2.67 -2.40
C 2.58 -1.69 -1.81
C 2.45 -1.80 -0.38
H 3.05 -0.86 -2.34
C 1.52 -2.84 -0.11
C 1.07 -3.38 -1.36
H 0.30 -4.12 -1.50
H 1.55 -2.79 -3.47
H 2.78 -1.03 0.32
H 1.08 -3.06 0.85
Eu 0.28 -0.67 -1.24
Br 1.58 1.92 -1.20
C -2.24 0.09 -2.03
C -2.37 -1.32 -2.08
C -1.53 -1.81 -3.17
H -2.87 -1.96 -1.37
C -0.88 -0.69 -3.75
C -1.32 0.50 -3.07
H -0.84 1.47 -3.15
H -2.53 0.71 -1.19
H -1.37 -2.86 -3.41
H -0.08 -0.74 -4.47
C -1.69 2.26 2.88
C -0.23 1.95 2.73
C 0.59 3.14 2.43
C 0.31 1.13 3.86
C -0.13 1.10 1.55
C -0.39 0.07 0.85
H -1.92 2.90 3.73
H -2.28 1.34 2.96
H -2.06 2.75 1.97
H 0.61 3.87 3.24
H 1.62 2.84 2.19
H 0.25 3.63 1.51
H -0.25 0.19 3.95
H 1.33 0.81 3.64
H 0.29 1.63 4.83

[4]
# C16H19Cl2F3STa

C16H19Cl2F3STa as an isolated structure in a non-equilibrium geometry (ωB97M-V/def2-TZVPD, the OMol25 dataset).

Calculated values
HOMO: -5.1 eV
E: -62481.679 eV
Orbital gap: 7.38 eV
Max |F|: 1.9 eV Å⁻¹
M: 552.243 g mol⁻¹
Energy relative to the best compared isomer or geometry (same formula, charge and spin): 0.0 kcal/mol
Charge: -1
LUMO: 2.308 eV

Element x y z (Å)
F -2.61 -4.61 2.41
C -2.06 -3.64 3.21
F -0.69 -3.71 2.96
F -2.16 -4.03 4.52
Ta -2.84 -1.44 2.86
S -5.10 -2.04 3.88
C -3.59 -1.93 0.75
C -3.11 -1.00 -0.41
C -1.57 -0.94 -0.63
C -0.89 0.34 -0.10
C 0.41 0.19 0.39
C 1.06 1.31 0.94
C 0.42 2.53 0.97
C -0.86 2.70 0.45
C -1.50 1.59 -0.08
H -2.32 -0.95 4.59
H -3.36 0.33 2.58
H -1.14 -1.04 2.33
H -5.02 -1.71 5.18
H -4.70 -1.84 0.80
H -3.38 -2.97 0.45
H -3.52 -1.45 -1.34
H -3.55 0.01 -0.37
H -1.08 -1.84 -0.23
H -1.41 -0.92 -1.72
H 0.87 -0.79 0.36
H 2.06 1.16 1.34
H 0.93 3.39 1.42
H -1.33 3.69 0.50
H -2.51 1.73 -0.47
Cl 5.31 -0.28 -0.76
C 4.88 0.72 -2.10
C 3.56 1.07 -2.36
Cl 2.25 0.54 -1.35
C 3.26 1.88 -3.45
C 4.27 2.33 -4.29
C 5.59 1.98 -4.03
C 5.89 1.18 -2.94
H 2.23 2.15 -3.66
H 4.03 2.95 -5.14
H 6.38 2.33 -4.67
H 6.92 0.91 -2.74

[5]
# C16H19ClN4O2S

One molecule with the formula C16H19ClN4O2S in a non-equilibrium geometry (ωB97M-V/def2-TZVPD, the OMol25 dataset).

Calculated values
HOMO: -9.1 eV
E: -50314.617 eV
Orbital gap: 9.55 eV
Max |F|: 1.7 eV Å⁻¹
M: 366.874 g mol⁻¹
SMILES: CCCc1nnc(NC(=O)CCC(=O)NCc2ccccc2Cl)s1
Energy relative to the best compared isomer or geometry (same formula, charge and spin): 0.0 kcal/mol
LUMO: 0.446 eV

Element x y z (Å)
C -5.72 -0.70 -0.47
C -5.65 0.48 0.50
C -4.41 0.42 1.41
C -3.16 0.59 0.63
N -2.66 1.71 0.27
N -1.55 1.63 -0.43
C -1.14 0.41 -0.63
N -0.02 0.17 -1.37
C 0.82 -0.91 -1.47
O 1.83 -0.78 -2.14
C 0.44 -2.18 -0.76
C 1.66 -3.09 -0.54
C 2.51 -2.47 0.56
O 2.39 -2.77 1.73
N 3.38 -1.54 0.12
C 3.98 -0.56 0.99
C 3.50 0.81 0.60
C 4.32 1.66 -0.13
C 3.87 2.89 -0.58
C 2.56 3.28 -0.32
C 1.73 2.46 0.41
C 2.20 1.23 0.86
Cl 1.12 0.23 1.78
S -2.21 -0.79 0.08
H -5.69 -1.64 0.08
H -4.88 -0.68 -1.16
H -6.64 -0.66 -1.04
H -6.54 0.47 1.14
H -5.64 1.41 -0.06
H -4.39 -0.53 1.94
H -4.47 1.24 2.13
H 0.35 1.01 -1.81
H 0.00 -1.95 0.21
H -0.31 -2.69 -1.37
H 1.32 -4.07 -0.21
H 2.23 -3.19 -1.47
H 3.36 -1.30 -0.87
H 3.69 -0.82 2.01
H 5.07 -0.61 0.91
H 5.33 1.35 -0.35
H 4.52 3.53 -1.14
H 2.20 4.23 -0.67
H 0.71 2.75 0.61

[6]
# C16H19FN2O2

One molecule with the formula C16H19FN2O2 (ωB97M-V/def2-TZVPD, the OMol25 dataset).

Calculated values
HOMO: -8.4 eV
E: -26694.437 eV
Orbital gap: 8.99 eV
Max |F|: 0.5 eV Å⁻¹
M: 290.338 g mol⁻¹
SMILES: O=C([C@@H]1CC(=O)N(c2ccc(F)cc2)C1)N1CCCCC1
Energy relative to the best compared isomer or geometry (same formula, charge and spin): 13.2 kcal/mol
LUMO: 0.538 eV

Element x y z (Å)
O -2.61 0.02 1.71
C -2.08 -0.41 0.71
C -0.77 -1.19 0.79
C -0.49 -1.68 2.21
C 1.02 -1.59 2.36
O 1.67 -2.12 3.23
N 1.50 -0.79 1.35
C 2.83 -0.40 1.17
C 3.87 -1.13 1.73
C 5.18 -0.75 1.53
C 5.45 0.37 0.76
F 6.73 0.74 0.55
C 4.44 1.11 0.19
C 3.12 0.72 0.40
C 0.44 -0.27 0.51
N -2.62 -0.23 -0.52
C -2.04 -0.55 -1.80
C -1.69 0.74 -2.55
C -2.93 1.60 -2.72
C -3.56 1.87 -1.35
C -3.84 0.54 -0.64
H -0.77 -2.04 0.10
H -0.84 -2.68 2.41
H -0.96 -1.00 2.93
H 3.66 -1.99 2.34
H 6.00 -1.31 1.97
H 4.67 1.97 -0.41
H 2.34 1.32 -0.04
H 0.75 -0.29 -0.54
H 0.19 0.76 0.79
H -2.78 -1.11 -2.38
H -1.16 -1.17 -1.69
H -0.94 1.29 -1.98
H -1.26 0.49 -3.52
H -3.65 1.08 -3.35
H -2.68 2.54 -3.20
H -2.88 2.46 -0.74
H -4.49 2.43 -1.46
H -4.57 -0.04 -1.21
H -4.23 0.72 0.37

Please write out number 1 again, unchanged.
# C16H19BeO5S4

C16H19BeO5S4 as an isolated structure in a non-equilibrium geometry (ωB97M-V/def2-TZVPD, the OMol25 dataset).

Calculated values
HOMO: -2.9 eV
E: -70880.496 eV
Orbital gap: 4.77 eV
Max |F|: 2.6 eV Å⁻¹
M: 428.603 g mol⁻¹
Charge: -1
LUMO: 1.831 eV

Element x y z (Å)
Be -0.56 1.31 1.81
O -1.34 -0.05 1.25
S -2.33 -0.10 0.13
C -1.41 -0.51 -1.40
C -0.18 0.38 -1.58
C 1.15 -0.38 -1.43
C 1.43 -1.01 -0.06
S 1.94 0.14 1.25
O 1.01 1.31 1.25
C 3.50 0.71 0.54
C 4.59 -0.16 0.44
C 5.79 0.28 -0.12
C 5.92 1.60 -0.56
C 4.84 2.48 -0.45
C 3.63 2.04 0.10
C -3.17 -1.69 0.31
C -4.19 -2.05 -0.59
C -4.84 -3.28 -0.46
C -4.47 -4.16 0.56
C -3.47 -3.80 1.46
C -2.83 -2.57 1.34
H -2.11 -0.34 -2.22
H -1.14 -1.57 -1.40
H -0.20 1.27 -0.95
H -0.20 0.76 -2.61
H 1.97 0.30 -1.71
H 1.16 -1.18 -2.17
H 2.23 -1.75 -0.17
H 0.56 -1.56 0.30
H 4.51 -1.18 0.79
H 6.64 -0.40 -0.19
H 6.86 1.95 -0.99
H 4.94 3.51 -0.78
H 2.80 2.73 0.19
H -4.49 -1.37 -1.38
H -5.62 -3.56 -1.16
H -4.98 -5.12 0.66
H -3.19 -4.48 2.27
H -2.05 -2.30 2.05
O -2.35 4.56 -1.03
S -2.54 4.68 0.41
O -3.89 4.45 0.89
O -1.81 5.77 1.06
S -1.56 3.04 1.10
H -0.56 1.31 3.24